Entry 1:
Density functional theory data (wB97M-V/def2-TZVPD) for an isolated ion of composition C4H5N4 and charge +1.

Positions of all 13 atoms, in Å:
N: -3.52631 0.80956 -0.13575
C: -2.24099 0.88398 -0.07771
C: -1.03854 0.94807 0.30741
N: -0.28583 -0.27493 -0.02141
C: 0.76828 -0.59865 0.56416
C: 1.04993 -1.92182 0.34576
N: 0.06183 -2.30731 -0.37011
N: -0.84234 -1.40114 -0.52372
H: -4.02129 -0.05428 -0.22874
H: -0.67704 1.99533 0.41192
H: 1.35138 -0.03975 1.31166
H: 1.86888 -2.63745 0.40343
H: -1.44490 -1.77118 -1.32246

Values from the calculation:
- Multiplicity: 1
- HOMO energy: -13.4 eV
- LUMO level: -5.01 eV
- Kohn-Sham gap: 8.4 eV
- Energy relative to the best compared isomer or geometry (same formula, charge and spin): 460.1 kJ/mol
- Charge: +1

---

Entry 2:
Density functional theory data (wB97M-V/def2-TZVPD) for C4H5NO in the gas phase.

Positions of all 11 atoms, in Å:
O: -1.22416 1.50283 -0.38461
C: -0.27413 1.48514 0.36163
C: 0.55373 0.25940 0.67563
C: 0.03051 -1.02914 0.07820
C: -0.50492 -1.07750 -1.26343
N: 0.66993 -1.51194 -1.21529
H: 0.05963 2.41718 0.86673
H: 1.57220 0.45849 0.30753
H: 0.64567 0.18643 1.76708
H: -0.23973 -1.80857 0.79082
H: -1.28873 -0.88231 -1.98428

Values from the calculation:
- Multiplicity: 1
- HOMO energy: -10.0 eV
- LUMO level: 1.01 eV
- Kohn-Sham gap: 11.0 eV
- Energy relative to the best compared isomer or geometry (same formula, charge and spin): 235.0 kJ/mol

---

Entry 3:
Density functional theory data (wB97M-V/def2-TZVPD) for C4H5NO in the gas phase.

Positions of all 11 atoms, in Å:
C: -0.03861 1.14456 -1.05744
C: 0.09134 -0.17484 -0.35902
C: -1.08201 -1.21474 -0.23184
O: 0.09767 -1.40739 -1.03105
C: 0.62858 -0.26742 0.89931
N: 1.07767 -0.23348 2.02327
H: 0.81324 1.31210 -1.72286
H: -0.96890 1.14011 -1.62791
H: -0.07131 1.95339 -0.32008
H: -0.94813 -1.89110 0.65220
H: 0.40046 -0.36118 2.77543

Values from the calculation:
- Multiplicity: 1
- HOMO energy (alpha / beta): -7.9 / -7.9 eV
- LUMO level (alpha / beta): 0.25 / 0.25 eV
- Kohn-Sham gap (alpha / beta): 8.1 / 8.1 eV
- Energy relative to the best compared isomer or geometry (same formula, charge and spin): 523.6 kJ/mol

---

Entry 4:
Density functional theory data (wB97M-V/def2-TZVPD) for C4H5NO in the gas phase.

Positions of all 11 atoms, in Å:
C: -1.97772 -1.36042 0.27470
C: -1.37262 -0.40841 -0.14730
C: -0.64740 0.75396 -0.67161
O: -1.23664 1.75461 -0.99428
N: 0.77423 0.62639 -0.76191
C: 1.37454 0.27212 0.52618
H: -2.54677 -2.18472 0.64142
H: 1.00124 -0.07143 -1.47247
H: 2.45895 0.22085 0.41338
H: 1.01746 -0.67510 0.95334
H: 1.15474 1.07215 1.23854

Values from the calculation:
- Multiplicity: 1
- HOMO energy: -9.9 eV
- LUMO level: 0.24 eV
- Kohn-Sham gap: 10.2 eV
- Energy relative to the best compared isomer or geometry (same formula, charge and spin): 240.3 kJ/mol

---

Entry 5:
Density functional theory data (wB97M-V/def2-TZVPD) for C4H5NO in the gas phase.

Positions of all 11 atoms, in Å:
C: 0.84266 -1.54547 0.00534
C: 1.49389 -0.42626 0.09347
C: -0.50087 0.98847 0.04577
C: -1.33912 -0.01529 0.14374
N: 0.87663 0.83919 0.03193
O: -2.59873 -0.38066 0.00197
H: 0.95412 -2.59647 0.03480
H: 2.57853 -0.30864 0.13440
H: -0.80006 2.03432 0.05954
H: 1.43205 1.62487 0.34083
H: -2.93909 -0.21405 -0.89179

Values from the calculation:
- Multiplicity: 1
- HOMO energy (alpha / beta): -7.8 / -7.6 eV
- LUMO level (alpha / beta): 0.28 / 0.30 eV
- Kohn-Sham gap (alpha / beta): 8.1 / 7.9 eV
- Energy relative to the best compared isomer or geometry (same formula, charge and spin): 537.0 kJ/mol

---

Entry 6:
Density functional theory data (wB97M-V/def2-TZVPD) for C4H5NO in the gas phase.

Positions of all 11 atoms, in Å:
C: -0.83969 0.22087 -1.54254
C: 0.15470 -0.03024 -0.42246
N: -0.37104 -0.89655 0.63254
C: 0.07781 -0.79742 1.78885
C: 1.04273 -0.00555 2.42568
O: 1.66519 0.25690 3.37684
H: -0.47340 1.03383 -2.17710
H: -1.81078 0.51427 -1.13887
H: -0.97876 -0.66913 -2.16113
H: 1.04222 -0.53786 -0.81708
H: 0.49102 0.91089 0.03526

Values from the calculation:
- Multiplicity: 1
- HOMO energy: -8.8 eV
- LUMO level: -0.70 eV
- Kohn-Sham gap: 8.1 eV
- Energy relative to the best compared isomer or geometry (same formula, charge and spin): 278.1 kJ/mol

---

Entry 7:
Density functional theory data (wB97M-V/def2-TZVPD) for C4H5NO in the gas phase.

Positions of all 11 atoms, in Å:
C: 0.60315 0.05842 0.20031
C: 1.50411 1.13631 0.17022
C: 1.77920 -2.10437 -0.23087
C: -0.90789 0.21954 0.04158
N: 1.14210 -1.08983 -0.10824
O: 2.74995 1.18492 0.10239
H: 0.90274 2.09823 0.17428
H: 2.56562 -2.72415 -0.17083
H: -1.42478 -0.50843 0.59620
H: -1.35830 0.15414 -0.92620
H: -1.13175 1.06491 0.49683

Values from the calculation:
- Multiplicity: 1
- HOMO energy (alpha / beta): -8.1 / -8.1 eV
- LUMO level (alpha / beta): 0.00 / 0.00 eV
- Kohn-Sham gap (alpha / beta): 8.1 / 8.1 eV
- Energy relative to the best compared isomer or geometry (same formula, charge and spin): 356.0 kJ/mol

---

Entry 8:
Density functional theory data (wB97M-V/def2-TZVPD) for a 2-piece molecular cluster, C4H5NO overall.

Positions of all 11 atoms, in Å:
O: -1.97686 -0.30224 0.48220
C: -1.07867 -1.05880 0.43454
C: 0.42422 -1.49194 0.07487
C: -0.54435 -2.31466 0.36060
H: 1.48807 -1.62011 0.08114
H: -0.67593 -3.35926 0.53212
C: 0.70104 2.16275 -0.63218
N: 0.48066 1.42406 0.33474
H: 1.67045 2.23734 -1.10590
H: 0.01791 2.82518 -1.15418
H: -0.50654 1.49769 0.59206

Values from the calculation:
- Multiplicity: 1
- HOMO energy: -9.0 eV
- LUMO level: 0.99 eV
- Kohn-Sham gap: 10.0 eV
- Energy relative to the best compared isomer or geometry (same formula, charge and spin): 411.6 kJ/mol

---

Entry 9:
Density functional theory data (wB97M-V/def2-TZVPD) for C4H5NO in the gas phase.

Positions of all 11 atoms, in Å:
N: 0.32851 1.34227 -2.59915
C: -0.00311 0.71491 -1.67733
C: -0.39202 -0.00884 -0.48799
O: -1.47001 0.62696 0.18444
C: 0.57041 -0.98002 0.14663
C: 0.47455 0.13602 1.04828
H: -2.17306 0.02932 0.41528
H: 0.23558 -1.95861 0.46635
H: 1.51071 -0.97836 -0.39639
H: -0.10955 0.03348 1.97890
H: 1.00922 1.05961 0.95508

Values from the calculation:
- Multiplicity: 1
- HOMO energy: -8.4 eV
- LUMO level: 0.46 eV
- Kohn-Sham gap: 8.8 eV
- Energy relative to the best compared isomer or geometry (same formula, charge and spin): 390.2 kJ/mol

---

Entry 10:
Density functional theory data (wB97M-V/def2-TZVPD) for C4H5NO in the gas phase.

Positions of all 11 atoms, in Å:
C: -0.58604 -0.25042 1.39469
C: -1.20622 -0.44169 0.20527
C: -0.73883 -0.22786 -1.14059
O: 0.73212 -0.09202 -1.21060
N: 1.28639 0.59580 -0.10010
C: 0.79742 0.40739 1.07536
H: -1.12488 -0.14063 2.33574
H: -2.27189 -0.59029 0.11965
H: -1.36523 0.72824 -1.37113
H: -0.96349 -1.10069 -1.83312
H: 1.26581 0.74445 1.92604

Values from the calculation:
- Multiplicity: 1
- HOMO energy: -9.1 eV
- LUMO level: 0.64 eV
- Kohn-Sham gap: 9.7 eV
- Energy relative to the best compared isomer or geometry (same formula, charge and spin): 359.8 kJ/mol

---

Entry 11:
Density functional theory data (wB97M-V/def2-TZVPD) for C4H5NO in the gas phase.

Positions of all 11 atoms, in Å:
C: 1.87739 0.02490 0.19590
C: 0.38081 0.00378 0.06498
N: -0.34876 1.06912 0.13412
C: -1.63933 0.62811 -0.08964
C: -1.66959 -0.69287 -0.32044
O: -0.32038 -1.13666 -0.18941
H: 2.27173 -0.78079 0.81302
H: 2.19135 0.97275 0.64415
H: 2.34136 -0.04467 -0.78974
H: -2.50411 1.27188 -0.09581
H: -2.58046 -1.31554 -0.36714

Values from the calculation:
- Multiplicity: 1
- HOMO energy: -9.3 eV
- LUMO level: 1.07 eV
- Kohn-Sham gap: 10.4 eV
- Energy relative to the best compared isomer or geometry (same formula, charge and spin): 48.2 kJ/mol

---

Entry 12:
Density functional theory data (wB97M-V/def2-TZVPD) for C4H5NO as an isolated structure.

Positions of all 11 atoms, in Å:
O: 2.34995 0.06764 -0.13101
C: 1.01621 -0.19350 -0.03347
C: 0.39010 -1.42702 -0.22613
N: -1.43905 -0.77852 -0.06316
C: -1.19318 0.47309 0.24046
C: 0.13905 0.80192 0.39686
H: 2.46066 1.02696 0.00638
H: 0.13314 -1.91101 -1.13810
H: -2.44564 -0.92698 -0.28710
H: -1.96367 1.24017 0.29832
H: 0.47554 1.66598 0.93591

Values from the calculation:
- Multiplicity: 1
- HOMO energy: -8.2 eV
- LUMO level: 0.75 eV
- Kohn-Sham gap: 8.9 eV
- Energy relative to the best compared isomer or geometry (same formula, charge and spin): 348.2 kJ/mol

---

Entry 13:
Density functional theory data (wB97M-V/def2-TZVPD) for C4H5NO in the gas phase.

Positions of all 11 atoms, in Å:
C: 0.87636 1.30489 -0.80727
C: -0.22917 0.47694 -0.12910
N: -1.44585 0.80636 -0.03595
O: -2.15568 -1.12124 0.76393
C: -0.98190 -1.56968 0.80327
C: 0.10807 -0.78388 0.48851
H: 0.54087 2.28810 -1.14134
H: 1.70952 1.43018 -0.10787
H: 1.26128 0.74887 -1.67407
H: -0.78358 -2.64251 0.96940
H: 1.10009 -0.93803 0.87049

Values from the calculation:
- Multiplicity: 1
- HOMO energy (alpha / beta): -8.7 / -8.7 eV
- LUMO level (alpha / beta): -1.64 / -1.60 eV
- Kohn-Sham gap (alpha / beta): 7.1 / 7.1 eV
- Energy relative to the best compared isomer or geometry (same formula, charge and spin): 370.0 kJ/mol

---

Entry 14:
Density functional theory data (wB97M-V/def2-TZVPD) for C4H5NO as an isolated structure.

Positions of all 11 atoms, in Å:
N: 2.95010 -0.74356 0.65905
C: 1.86451 -0.46711 0.12721
C: 0.69817 -0.14236 -0.44086
C: -0.47844 0.27068 0.35812
C: -1.68334 0.80046 -0.28843
O: -1.68616 -0.51361 0.24894
H: 2.08380 -1.70069 0.56040
H: 0.54137 -0.42062 -1.48169
H: -0.26008 0.59760 1.37768
H: -2.29270 1.54018 0.23592
H: -1.71308 0.86648 -1.38014

Values from the calculation:
- Multiplicity: 1
- HOMO energy: -8.7 eV
- LUMO level: 0.46 eV
- Kohn-Sham gap: 9.2 eV
- Energy relative to the best compared isomer or geometry (same formula, charge and spin): 454.0 kJ/mol

---

Entry 15:
Density functional theory data (wB97M-V/def2-TZVPD) for a 2-piece molecular cluster, C4H5NO overall.

Positions of all 11 atoms, in Å:
C: 0.39776 -1.45970 -0.50307
N: 0.91349 -0.37383 0.33582
C: 1.83372 0.00016 0.99529
O: 2.59687 0.68135 1.54804
H: 1.10685 -2.23701 -0.51513
H: -0.44949 -1.75544 0.03855
H: 0.13654 -1.07810 -1.46923
C: -1.62138 1.29483 -0.65754
C: -1.55720 1.75255 0.44467
H: -2.04460 0.78182 -1.39318
H: -1.31257 2.39337 1.17578

Values from the calculation:
- Multiplicity: 1
- HOMO energy: -10.2 eV
- LUMO level: 0.72 eV
- Kohn-Sham gap: 10.9 eV
- Energy relative to the best compared isomer or geometry (same formula, charge and spin): 305.0 kJ/mol

---

Entry 16:
Density functional theory data (wB97M-V/def2-TZVPD) for C4H5NO as an isolated structure.

Positions of all 11 atoms, in Å:
O: -1.33444 0.35706 -1.76799
C: -0.55028 0.14179 -0.67813
C: 0.74332 -0.36383 -0.72734
N: 1.10789 -0.52925 0.57953
C: 0.13550 -0.11290 1.42441
C: -1.01048 0.32928 0.71160
H: -2.22800 0.52657 -1.42698
H: 1.39318 -0.62987 -1.54749
H: 2.02718 -0.85774 0.85289
H: 0.29697 -0.17808 2.49833
H: -0.58084 1.31698 0.08118

Values from the calculation:
- Multiplicity: 1
- HOMO energy: -8.5 eV
- LUMO level: 0.78 eV
- Kohn-Sham gap: 9.3 eV
- Energy relative to the best compared isomer or geometry (same formula, charge and spin): 343.1 kJ/mol

---

Entry 17:
Density functional theory data (wB97M-V/def2-TZVPD) for C4H5NO as an isolated structure.

Positions of all 11 atoms, in Å:
O: -1.59824 -0.67365 1.66740
C: -0.76217 -0.34549 0.84511
C: 0.07987 -1.10775 -0.09620
C: 0.60104 -0.19219 -1.09685
C: 0.33366 1.05773 -0.64147
N: -0.36380 0.99130 0.53664
H: 0.01694 -2.18353 -0.25019
H: 0.58492 -0.77104 1.12458
H: 1.17807 -0.44640 -1.97854
H: 0.65659 2.01302 -1.03514
H: -0.70599 1.77098 1.06824

Values from the calculation:
- Multiplicity: 1
- HOMO energy: -8.6 eV
- LUMO level: 0.79 eV
- Kohn-Sham gap: 9.4 eV
- Energy relative to the best compared isomer or geometry (same formula, charge and spin): 171.5 kJ/mol

---

Entry 18:
Density functional theory data (wB97M-V/def2-TZVPD) for C4H5NO in the gas phase.

Positions of all 11 atoms, in Å:
O: -1.58275 1.84372 0.87365
C: -1.03082 0.86575 0.42013
C: -1.22016 -0.13520 -0.54890
N: 0.01560 -0.85256 -0.17439
C: 1.24520 -0.01932 -0.32996
C: 0.33078 0.17033 0.84079
H: -1.54238 -0.20736 -1.57562
H: -0.32222 -1.78952 0.00300
H: 1.15956 0.65669 -1.18012
H: 2.23826 -0.43711 -0.15568
H: 0.70893 -0.09542 1.82712

Values from the calculation:
- Multiplicity: 1
- HOMO energy: -7.6 eV
- LUMO level: 0.61 eV
- Kohn-Sham gap: 8.2 eV
- Energy relative to the best compared isomer or geometry (same formula, charge and spin): 411.0 kJ/mol

---

Entry 19:
Density functional theory data (wB97M-V/def2-TZVPD) for C4H5NO as an isolated structure.

Positions of all 11 atoms, in Å:
N: 0.66526 1.82325 -1.24235
C: 0.06780 0.87683 -0.66581
C: -1.04671 0.41085 0.14651
C: -0.01081 -0.57624 -0.44226
C: 0.33481 -0.82989 1.01861
O: -0.61692 0.15902 1.48080
H: -2.10557 0.50619 -0.07245
H: -0.16989 -1.33648 -1.20036
H: 1.46765 1.39679 -1.71405
H: 0.05316 -1.82876 1.36200
H: 1.36122 -0.60156 1.32934

Values from the calculation:
- Multiplicity: 1
- HOMO energy: -9.4 eV
- LUMO level: 0.82 eV
- Kohn-Sham gap: 10.2 eV
- Energy relative to the best compared isomer or geometry (same formula, charge and spin): 336.4 kJ/mol

---

Entry 20:
Density functional theory data (wB97M-V/def2-TZVPD) for C4H5NO in the gas phase.

Positions of all 11 atoms, in Å:
C: -1.41013 -1.07222 -0.99269
C: -0.36468 -0.41925 -0.54971
N: 0.83256 -0.97824 -0.08648
C: 1.35839 -0.04726 0.60441
C: 0.51891 1.16539 0.60619
O: -0.51475 0.89600 -0.27685
H: -1.26475 -2.11910 -1.13483
H: -2.31036 -0.55548 -1.27460
H: 2.28612 -0.16368 1.14406
H: -0.07421 1.15384 1.60094
H: 0.94288 2.13999 0.35956

Values from the calculation:
- Multiplicity: 1
- HOMO energy: -8.5 eV
- LUMO level: 0.81 eV
- Kohn-Sham gap: 9.3 eV
- Energy relative to the best compared isomer or geometry (same formula, charge and spin): 159.3 kJ/mol